Here is a structure of composition C37H61BN6O3PS5Sc from the Open Molecules 2025 dataset. Energies are from the ωB97M-V functional and the def2-TZVPD basis.

```
115
Properties=species:S:1:pos:R:3:mulliken_spin:R:1
Sc 0.56300 -0.07722 -0.18397 0.86
C -4.24096 -4.31493 3.17605 0.00
C -3.17924 -3.89156 2.15778 0.00
C -3.30742 -4.70371 0.86706 0.00
C -1.81454 -4.15916 2.77200 0.00
N -3.43085 -2.46499 1.79863 0.01
C -4.69672 -2.11723 1.34667 0.00
C -4.71570 -0.78591 1.20316 0.00
N -3.47575 -0.30091 1.55041 -0.02
B -3.24441 1.22743 1.46875 0.04
N -2.24296 1.69155 2.55412 0.00
C -2.68434 1.68165 3.85949 0.00
C -1.65990 2.04046 4.65066 0.00
N -0.57487 2.27526 3.81971 0.00
C -0.94885 2.04944 2.52960 0.01
S 0.03441 2.22233 1.13409 -0.01
C 0.78654 2.64982 4.29574 0.00
C 0.75978 2.80857 5.81506 0.00
C 1.20053 3.98047 3.67512 0.00
C 1.75614 1.52544 3.94983 0.00
N -3.01098 1.71817 0.00616 -0.01
C -3.49731 2.95900 -0.35096 0.00
C -3.55390 3.02475 -1.69095 0.00
N -3.09147 1.80878 -2.17820 0.00
C -2.73090 1.02684 -1.12070 0.01
S -2.00690 -0.52595 -1.20675 0.00
C -3.29866 1.33916 -3.58472 0.00
C -3.86954 2.49481 -4.40468 0.00
C -4.31643 0.20154 -3.55863 0.00
C -1.98912 0.90956 -4.23624 0.00
C -2.65973 -1.32998 1.89209 -0.01
S -1.00129 -1.19977 2.27957 0.00
H -4.08215 -5.36172 3.43820 0.00
H -5.25633 -4.21364 2.79344 0.00
H -4.15241 -3.71373 4.08195 0.00
H -3.07633 -5.75101 1.06971 0.00
H -2.60886 -4.32935 0.11854 0.00
H -4.31400 -4.65406 0.44922 0.00
H -1.79362 -5.22447 3.01844 0.00
H -1.64866 -3.58053 3.67748 0.00
H -1.00356 -3.93366 2.09196 0.00
H -5.46040 -2.84630 1.15691 0.00
H -5.49941 -0.13071 0.86962 0.00
H -4.30936 1.72373 1.78667 0.00
H -3.68998 1.39788 4.10979 0.00
H -1.61199 2.12711 5.71697 0.00
H 0.07963 3.59810 6.14006 0.00
H 1.76566 3.08377 6.13149 0.00
H 0.49687 1.87746 6.31860 0.00
H 0.46994 4.75472 3.91998 0.00
H 1.28535 3.90545 2.59306 0.00
H 2.16747 4.27483 4.08784 0.00
H 1.43087 0.59268 4.41474 0.00
H 2.74841 1.77801 4.32827 0.00
H 1.82139 1.36763 2.87715 -0.01
H -3.75459 3.69341 0.38982 0.00
H -3.85011 3.83479 -2.32590 0.00
H -4.85920 2.80319 -4.06329 0.00
H -3.96251 2.15031 -5.43480 0.00
H -3.20183 3.35717 -4.40211 0.00
H -5.24474 0.53424 -3.08781 0.00
H -3.92681 -0.65321 -3.00878 0.00
H -4.53726 -0.11066 -4.58118 0.00
H -1.30841 1.75228 -4.33257 0.00
H -2.22952 0.53326 -5.23469 0.00
H -1.48109 0.13069 -3.67208 0.00
C 1.27831 0.77566 -7.05951 0.00
C 1.62893 0.23535 -5.69292 0.00
O 1.14390 1.16414 -4.72678 0.00
P 1.62507 1.04677 -3.18381 0.01
S 0.59682 2.33563 -2.13802 0.00
S 1.58233 -0.83170 -2.57578 -0.01
O 3.18203 1.43751 -3.30818 0.00
C 3.52824 2.73752 -3.80512 0.00
C 4.07762 3.60599 -2.69904 0.00
H 1.61298 0.08592 -7.83735 0.00
H 1.75226 1.74323 -7.22793 0.00
H 0.19968 0.90325 -7.15595 0.00
H 2.70950 0.10886 -5.57793 0.00
H 1.16017 -0.73529 -5.51286 0.00
H 2.65911 3.20048 -4.27749 0.00
H 4.28340 2.57172 -4.57806 0.00
H 3.33245 3.75118 -1.91686 0.00
H 4.35603 4.57962 -3.10996 0.00
H 4.96425 3.15449 -2.25301 0.00
C 1.73896 -3.94165 1.77986 0.00
C 1.87149 -3.78120 0.26333 -0.02
C 0.54870 -3.37104 -0.38334 0.02
C 3.04885 -2.89021 -0.07910 0.02
C 4.11512 -3.46503 -0.76176 0.00
C 5.28625 -2.77129 -1.01512 0.00
C 5.40384 -1.48545 -0.51482 0.00
C 4.36978 -0.86552 0.17607 0.00
C 4.65260 0.48606 0.80449 -0.02
C 4.67491 0.36175 2.32858 0.00
C 3.71163 1.59898 0.35141 0.13
C 3.13856 -1.54183 0.33005 0.01
O 2.07839 -0.91466 0.86812 0.03
H 1.05928 -4.76271 2.02014 0.00
H 1.35465 -3.03026 2.24007 0.00
H 2.71130 -4.17033 2.22132 0.00
H 2.13432 -4.76639 -0.13951 0.00
H 0.26086 -2.36638 -0.04891 0.00
H -0.26060 -4.04787 -0.09492 0.01
H 0.61930 -3.36344 -1.47209 0.00
H 4.01655 -4.49348 -1.09569 0.00
H 6.09963 -3.23130 -1.56210 0.00
H 6.32973 -0.93504 -0.65223 0.00
H 5.66680 0.75115 0.48179 0.00
H 3.69901 0.04143 2.69378 0.00
H 4.91696 1.32227 2.79307 0.00
H 5.41450 -0.37416 2.65095 0.00
H 2.70977 1.35905 0.69718 -0.06
H 3.69397 1.67955 -0.73618 -0.03
H 4.00172 2.56731 0.76950 0.00
```

E_HOMO (spin up / spin down) in Ha: -0.061 / -0.167
Multiplicity: 2
Energy relative to the best compared isomer or geometry (same formula, charge and spin) in kJ/mol: 38.4
Charge: -1
HOMO-LUMO gap (spin up / spin down) in eV: 4.065 / 6.947


Here is a cluster of 4 separate species, C21H42NO14S5 in total from the Open Molecules 2025 dataset. Energies are from the ωB97M-V functional and the def2-TZVPD basis.

```
83
Properties=species:S:1:pos:R:3:lowdin_charge:R:1
C -2.89422 5.29156 1.04219 -0.10
C -3.59760 5.99944 -0.29602 -0.25
N -3.07417 5.23293 -1.49010 -0.27
C -1.74669 5.75471 -1.99313 -0.24
C -1.34300 5.28033 -3.50987 -0.12
C -4.10165 5.07354 -2.58840 -0.98
S -4.68143 6.38504 -3.54191 0.56
S -4.81764 3.37220 -2.90759 0.79
C -3.49383 2.05346 -3.04543 -0.49
C -2.35059 2.08827 -1.87157 -0.24
C -1.89350 0.59282 -1.32250 -0.11
C -0.59572 0.83326 -0.35137 -0.22
O 0.58342 -0.05213 -0.45783 -0.03
C 1.45998 0.51212 0.62223 -0.21
O 2.73667 0.90084 0.57692 0.01
O 0.47390 0.57711 1.75174 -0.02
C -0.79512 1.12578 1.24853 -0.14
C -2.21029 0.76286 1.99153 -0.36
O -2.73518 1.73595 2.78739 -0.15
O -2.92461 -0.52808 1.91091 -0.25
H -1.75531 5.64531 1.00862 0.08
H -2.99969 4.12043 0.84786 0.08
H -3.40576 5.63294 2.05146 0.08
H -3.29355 7.14895 -0.36771 0.12
H -4.75912 5.88980 -0.15291 0.13
H -0.91810 5.31709 -1.25570 0.12
H -1.66125 6.93835 -1.86757 0.13
H -1.60781 6.15048 -4.26271 0.08
H -1.74949 4.23040 -3.82974 0.06
H -0.15278 5.19658 -3.52848 0.06
H -2.96840 2.05483 -4.10912 0.09
H -4.03912 1.00657 -2.96311 0.09
H -2.77614 2.65661 -0.92469 0.11
H -1.39528 2.62702 -2.33595 0.11
H -1.72083 -0.19099 -2.19020 0.13
H -2.81619 0.16472 -0.69822 0.13
H -0.13377 1.86783 -0.72722 0.14
H -0.64027 2.29851 1.37961 0.16
O -3.27996 -6.59456 4.35972 -0.30
S -1.90881 -6.13269 4.38099 0.62
O -1.31869 -5.53405 5.55858 -0.30
O -1.66246 -5.14222 3.10989 -0.27
C -2.51431 -4.01757 2.94546 -0.27
C -2.16035 -2.90626 3.91631 -0.08
C -0.85500 -7.45516 3.83970 -0.13
H -3.56530 -4.30954 3.04376 0.12
H -2.37411 -3.65583 1.92176 0.12
H -2.37121 -3.20144 4.94793 0.06
H -2.73919 -2.00396 3.69909 0.06
H -1.09342 -2.66707 3.85937 0.09
H -1.26924 -7.88760 2.92608 0.07
H -0.82721 -8.20815 4.63158 0.07
H 0.14790 -7.06128 3.66653 0.07
O 1.23959 -9.56569 -0.13836 -0.28
S 2.22118 -9.50307 0.92295 0.62
O 2.08927 -8.59013 2.03761 -0.29
O 3.70183 -9.31842 0.26645 -0.27
C 3.92536 -8.23042 -0.61890 -0.28
C 4.06513 -6.92083 0.13494 -0.08
C 2.46645 -11.13908 1.56773 -0.13
H 3.13047 -8.17215 -1.37006 0.12
H 4.85887 -8.43719 -1.15206 0.12
H 3.12218 -6.63640 0.61009 0.07
H 4.35773 -6.11373 -0.54281 0.08
H 4.81434 -7.00847 0.92854 0.09
H 2.60946 -11.83100 0.73460 0.07
H 1.57309 -11.41429 2.13431 0.08
H 3.33675 -11.13403 2.22612 0.07
O 1.87706 5.30496 -2.59963 -0.30
S 2.85866 5.36758 -1.53831 0.63
O 2.72674 6.28052 -0.42365 -0.29
O 4.33930 5.55223 -2.19482 -0.27
C 4.56283 6.64023 -3.08017 -0.28
C 4.70261 7.94982 -2.32633 -0.08
C 3.10392 3.73157 -0.89354 -0.12
H 3.76795 6.69850 -3.83133 0.12
H 5.49635 6.43346 -3.61332 0.12
H 3.75966 8.23426 -1.85118 0.07
H 4.99521 8.75692 -3.00408 0.08
H 5.45181 7.86218 -1.53273 0.09
H 3.24693 3.03965 -1.72667 0.08
H 2.21056 3.45636 -0.32696 0.07
H 3.97422 3.73663 -0.23515 0.08
```

E_HOMO in Ha: -0.190
Charge: -1
HOMO-LUMO gap in eV: 6.427


Here is a structure of composition C15H24HgN4O5 from the Open Molecules 2025 dataset. Energies are from the ωB97M-V functional and the def2-TZVPD basis.

```
49
Properties=species:S:1:pos:R:3:nbo_charge:R:1
O 1.05939 -1.58724 -3.18140 -0.93
H 1.48836 -2.14097 -3.84546 0.47
Hg 0.39744 -0.34159 -0.49427 1.60
N 1.33952 1.57068 0.44311 -0.26
N 1.37680 1.02472 -2.15874 -0.13
O 1.31968 2.10564 1.73442 -0.58
O 1.64286 0.71983 -3.39592 -0.56
C 1.94377 2.43276 -0.35509 0.23
C 1.98446 2.14150 -1.75811 0.07
C 2.46823 3.62917 0.32972 -0.67
C 2.67865 2.93174 -2.79429 -0.66
H 3.16392 3.35455 1.12722 0.25
H 1.65578 4.20302 0.78485 0.25
H 2.99310 4.27397 -0.37374 0.22
H 1.98870 3.18204 -3.60815 0.24
H 3.51069 2.36511 -3.23165 0.24
H 3.07352 3.85493 -2.36940 0.21
H 0.87510 1.44994 2.30558 0.50
H 1.37457 -0.55281 -3.33419 0.48
O -1.62251 1.55694 -0.07806 -0.95
H -1.51267 2.35509 0.46432 0.48
H -2.51110 1.65757 -0.47969 0.49
C 1.59223 -2.00864 -1.34863 -0.84
H 0.68700 -2.42361 -0.87806 0.23
H 2.29188 -1.21931 -1.02070 0.20
H 2.22523 -2.86233 -1.59590 0.23
O 2.75846 -0.40986 3.91414 -0.94
H 3.43017 0.06609 3.39417 0.48
H 3.07789 -1.33028 3.94426 0.48
C -0.87534 -0.58571 3.94188 -0.34
C -2.24472 -0.84351 3.87202 -0.21
C -2.79991 -1.16141 2.63445 -0.21
C -1.98931 -1.19324 1.48911 0.08
N -0.67776 -0.87282 1.57791 -0.63
C -0.12059 -0.64301 2.77629 0.01
C -2.50571 -1.58373 0.16284 0.11
C -3.74348 -2.22444 -0.00678 -0.23
C -4.14881 -2.62025 -1.27808 -0.19
C -3.31249 -2.37075 -2.36697 -0.34
C -2.08761 -1.74356 -2.13863 0.07
N -1.71776 -1.34344 -0.91151 -0.64
H -0.36928 -0.34868 4.87246 0.22
H -2.86929 -0.80056 4.76138 0.21
H -3.85723 -1.37355 2.52121 0.21
H 0.96708 -0.52970 2.81110 0.21
H -4.34960 -2.41620 0.87347 0.21
H -5.10251 -3.12883 -1.41372 0.21
H -3.57573 -2.65819 -3.37980 0.22
H -1.37106 -1.55705 -2.93896 0.22
```

E_HOMO (spin up / spin down) in Ha: -0.157 / -0.228
Energy relative to the best compared isomer or geometry (same formula, charge and spin) in kJ/mol: 221.9
Charge: 0
HOMO-LUMO gap (spin up / spin down) in eV: 4.332 / 6.258


Here is an isolated molecule of C4H4N4 from the Open Molecules 2025 dataset. Energies are from the ωB97M-V functional and the def2-TZVPD basis.

```
12
Properties=species:S:1:pos:R:3:nbo_charge:R:1
C -0.59421 -0.16547 -0.78355 0.52
C 0.24877 0.09168 0.31518 -0.48
C 0.59662 1.40053 0.65148 0.27
C 0.68421 -1.04787 1.09467 0.28
H -0.83075 1.77444 -1.22498 0.42
H -1.44295 0.70634 -2.45095 0.40
H -0.50528 -2.19228 -0.63021 0.42
H -1.71295 -1.65944 -1.66426 0.40
N -1.20521 0.84934 -1.47049 -0.79
N -0.83283 -1.43307 -1.22041 -0.78
N 0.83477 2.53927 0.80503 -0.33
N 1.04322 -1.99873 1.64354 -0.34
```

E_HOMO in Ha: -0.330
Energy relative to the best compared isomer or geometry (same formula, charge and spin) in kJ/mol: 0.0
SMILES: N#CC(C#N)=C(N)N
Charge: 0
HOMO-LUMO gap in eV: 9.271